Record 1
Entry from the Open Molecules 2025 dataset: a single C8H9ClN4O2 molecule (ωB97M-V/def2-TZVPD).

Results
LUMO level (spin up / spin down): -1.56 / -1.55 eV
Gap between HOMO and LUMO (spin up / spin down): 6.4 / 6.4 eV
HOMO energy (spin up / spin down): -7.919 / -7.927 eV
Energy above the lowest of the compared OMol25 structures with the same formula, charge and spin: 0.0 kJ/mol

ORCA input file:
```
! RIJCOSX wB97M-V def2-TZVPD def2/J DEFGRID3
* xyz 0 1
C -1.483 -1.243 0.099
C -2.842 -1.235 0.217
C -1.395 0.587 1.587
C -0.650 -0.287 0.786
C -3.370 -0.246 0.976
C 2.919 0.479 0.040
C 1.639 0.635 0.946
C 1.370 -0.329 -1.435
N -2.689 0.599 1.729
N 2.383 0.529 -1.265
N 0.682 -0.337 0.663
N 0.227 0.110 -2.160
O -0.641 -0.657 -2.523
O 0.198 1.289 -2.455
Cl -5.069 -0.108 1.115
H -0.735 -2.085 -0.409
H -3.409 -1.876 -0.372
H -0.848 1.316 2.248
H 3.641 1.265 0.373
H 3.416 -0.515 0.145
H 1.994 0.544 2.014
H 1.153 1.662 0.909
H 1.646 -1.450 -1.554
H 1.862 1.354 -1.674
*
```



Record 2
Entry from the Open Molecules 2025 dataset: a single C8H9ClSi molecule (ωB97M-V/def2-TZVPD).

Results
LUMO level: 0.12 eV
Gap between HOMO and LUMO: 9.8 eV
HOMO energy: -9.635 eV
Energy above the lowest of the compared OMol25 structures with the same formula, charge and spin: 638.5 kJ/mol

ORCA input file:
```
! RIJCOSX wB97M-V def2-TZVPD def2/J DEFGRID3
* xyz 0 1
C -1.339 -0.286 -0.092
C -2.575 -0.161 0.149
C 0.530 0.965 2.173
C 0.283 2.109 1.872
C -0.971 0.768 -1.228
C 0.095 -0.070 -1.947
C 0.917 -0.767 -0.907
C -0.073 -1.223 0.212
Si 0.606 -0.825 2.023
Cl 0.199 3.722 1.746
H -1.910 0.978 -1.708
H -0.441 1.708 -0.770
H -0.504 -0.731 -2.469
H 0.462 0.583 -2.739
H 1.626 -1.500 -1.282
H 1.570 -0.003 -0.497
H -0.281 -2.271 -0.032
H -0.188 -1.778 3.038
H 1.994 -1.217 2.457
*
```



Record 3
Entry from the Open Molecules 2025 dataset: a single C8H9FIN molecule (ωB97M-V/def2-TZVPD).

Results
LUMO level: 0.19 eV
Gap between HOMO and LUMO: 9.7 eV
HOMO energy: -9.472 eV
Energy above the lowest of the compared OMol25 structures with the same formula, charge and spin: 130.3 kJ/mol

ORCA input file:
```
! RIJCOSX wB97M-V def2-TZVPD def2/J DEFGRID3
* xyz 0 1
C 1.173 1.128 1.703
C 1.033 -0.060 0.852
C 1.909 -1.164 0.930
N 1.830 -2.242 0.230
C 0.887 -2.298 -0.727
C 0.049 -1.241 -0.918
C 0.066 -0.121 -0.102
C -1.180 1.076 -0.406
C -2.125 0.772 -1.557
F -0.572 2.298 -0.664
I -2.347 1.139 1.429
H 0.737 0.852 2.625
H 2.244 1.278 2.032
H 0.750 1.944 1.245
H 2.663 -1.074 1.869
H 0.763 -3.197 -1.367
H -0.673 -1.272 -1.750
H -1.644 1.012 -2.596
H -2.956 1.473 -1.445
H -2.607 -0.301 -1.382
*
```



Record 4
Entry from the Open Molecules 2025 dataset: a 2-piece molecular cluster, C8H9I3Si overall (ωB97M-V/def2-TZVPD).

Results
LUMO level (spin up / spin down): -1.20 / -1.94 eV
Gap between HOMO and LUMO (spin up / spin down): 6.5 / 5.6 eV
HOMO energy (spin up / spin down): -7.696 / -7.539 eV
Energy above the lowest of the compared OMol25 structures with the same formula, charge and spin: 0.0 kJ/mol

ORCA input file:
```
! RIJCOSX wB97M-V def2-TZVPD def2/J DEFGRID3
* xyz 0 1
C 1.390 -0.058 2.415
C 0.234 0.711 2.478
C 1.673 -0.782 1.266
C -0.618 0.771 1.400
C 0.832 -0.722 0.176
C -0.329 0.077 0.206
C -0.841 -0.151 -2.296
C -1.205 0.209 -0.900
Si -2.817 -2.328 -0.377
I -0.981 -4.015 -0.436
I -3.814 -2.313 1.911
I -4.550 -2.943 -2.060
H 2.063 -0.099 3.258
H 0.011 1.266 3.377
H 2.561 -1.395 1.221
H -1.514 1.373 1.453
H 1.070 -1.289 -0.709
H -1.728 -0.260 -2.919
H -0.232 0.648 -2.733
H -0.260 -1.070 -2.349
H -2.038 0.891 -0.784
*
```



Record 5
Entry from the Open Molecules 2025 dataset: an isolated ion of composition C8H9IN and charge +1 (ωB97M-V/def2-TZVPD).

Results
LUMO level: -4.40 eV
Gap between HOMO and LUMO: 8.9 eV
HOMO energy: -13.344 eV
Energy above the lowest of the compared OMol25 structures with the same formula, charge and spin: 15.3 kJ/mol

ORCA input file:
```
! RIJCOSX wB97M-V def2-TZVPD def2/J DEFGRID3
* xyz 1 1
C -0.986 -3.127 -0.050
C -1.278 -1.859 -0.450
C -1.427 -0.692 0.500
I -3.389 0.302 0.100
N -0.387 0.505 0.153
C -0.448 1.676 0.832
C 0.451 2.671 0.607
C 1.297 2.551 -0.450
C 1.313 1.346 -1.169
C 0.474 0.338 -0.794
H -0.827 -4.019 -0.751
H -0.906 -3.273 1.029
H -1.321 -1.625 -1.512
H -1.137 -0.897 1.594
H -1.188 1.968 1.576
H 0.495 3.439 1.295
H 1.920 3.384 -0.623
H 1.998 1.286 -2.026
H 0.342 -0.588 -1.173
*
```



Record 6
Entry from the Open Molecules 2025 dataset: C8H9N2 as an isolated structure (ωB97M-V/def2-TZVPD).

Results
LUMO level: -3.23 eV
Gap between HOMO and LUMO: 10.0 eV
HOMO energy: -13.208 eV
Energy above the lowest of the compared OMol25 structures with the same formula, charge and spin: 123.9 kJ/mol

ORCA input file:
```
! RIJCOSX wB97M-V def2-TZVPD def2/J DEFGRID3
* xyz 1 1
C 2.434 0.633 -0.013
C 2.436 -0.724 -0.057
C 1.246 1.437 -0.124
C 1.260 -1.453 0.004
C 0.074 0.735 -0.117
C 0.120 -0.663 -0.110
C -1.470 0.954 -0.121
C -1.367 -0.995 -0.218
N -1.773 0.034 -1.176
N -1.850 -0.051 0.998
H 3.470 0.971 -0.057
H 3.482 -1.055 0.015
H 1.187 2.473 -0.117
H 1.100 -2.466 0.003
H -1.857 1.894 -0.217
H -1.641 -1.956 -0.179
H -2.723 0.079 -1.549
H -1.314 0.117 1.796
H -2.811 0.036 1.239
*
```



Question: What is the energy above the lowest of the compared OMol25 structures with the same formula, charge and spin in the fifth record?
Answer: 15.3 kJ/mol



Question: Look up the energy above the lowest of the compared OMol25 structures with the same formula, charge and spin of the fourth one.
Answer: 0.0 kJ/mol